Entry 1:
97
Properties=species:S:1:pos:R:3:mulliken_spin:R:1 method="wB97M-V/def2-TZVPD" energy_ev=-213419.00909 largest_force_ev_per_a=0.7 relative_energy_kj_mol=0.00 lumo_energy_ev="0.35 / -1.98" spin_multiplicity=3 gap_ha="0.2499 / 0.2179" e_homo_ev="-6.446 / -7.905" charge=0
Pd -0.11 0.14 1.25 0.608
C -0.72 -3.88 -6.21 0.000
S 0.59 -2.70 -6.57 0.000
C 1.30 -2.51 -4.92 0.000
C 0.42 -1.78 -3.92 0.006
C 1.14 -1.67 -2.58 -0.003
N 0.45 -0.96 -1.52 0.024
P -0.61 -1.72 -0.45 0.039
C -1.83 -2.55 -1.53 0.054
C -1.76 -3.87 -1.96 0.013
C -2.71 -4.38 -2.83 -0.003
C -3.73 -3.57 -3.30 0.008
C -3.80 -2.24 -2.90 -0.006
C -2.86 -1.74 -2.01 0.012
C 0.29 -3.09 0.34 0.007
C -0.37 -4.13 0.98 0.022
C 0.33 -5.06 1.73 -0.007
C 1.71 -4.96 1.86 0.012
C 2.38 -3.91 1.25 -0.010
C 1.67 -2.98 0.50 0.000
P 0.59 0.73 -0.93 0.186
C -0.68 1.53 -1.97 0.019
C -1.82 2.02 -1.35 0.014
C -2.88 2.49 -2.10 0.002
C -2.80 2.50 -3.49 0.001
C -1.65 2.04 -4.11 0.003
C -0.59 1.55 -3.35 0.003
C 2.24 1.16 -1.55 -0.019
C 3.33 0.46 -1.05 0.050
C 4.62 0.78 -1.45 -0.014
C 4.82 1.82 -2.35 0.003
C 3.73 2.54 -2.83 -0.002
C 2.45 2.22 -2.42 0.010
H -1.16 -4.17 -7.16 0.000
H -1.50 -3.45 -5.58 0.000
H -0.31 -4.77 -5.73 0.000
H 2.23 -1.96 -5.08 0.000
H 1.59 -3.50 -4.54 0.000
H -0.54 -2.30 -3.81 -0.001
H 0.19 -0.79 -4.31 0.001
H 2.10 -1.18 -2.76 0.000
H 1.39 -2.68 -2.22 -0.002
H -0.95 -4.51 -1.61 0.001
H -2.64 -5.41 -3.15 0.000
H -4.46 -3.96 -3.99 0.001
H -4.58 -1.60 -3.27 0.000
H -2.91 -0.70 -1.69 -0.001
H -1.45 -4.22 0.90 0.001
H -0.20 -5.87 2.22 0.000
H 2.25 -5.69 2.45 0.001
H 3.45 -3.82 1.35 -0.001
H 2.20 -2.16 0.03 0.010
H -1.87 2.03 -0.26 0.008
H -3.77 2.87 -1.61 0.000
H -3.62 2.88 -4.08 0.000
H -1.57 2.06 -5.19 0.000
H 0.30 1.22 -3.85 0.002
H 3.18 -0.34 -0.33 0.028
H 5.46 0.24 -1.05 0.000
H 5.82 2.08 -2.66 0.000
H 3.89 3.37 -3.51 0.000
H 1.61 2.82 -2.76 0.001
O 2.12 4.16 -0.31 0.008
C 1.55 3.41 0.47 0.009
O 0.62 2.56 0.20 0.007
C 1.93 3.48 1.94 0.042
C 2.18 4.76 2.44 -0.031
C 2.53 4.98 3.76 0.067
C 2.68 3.89 4.62 -0.028
C 2.48 2.61 4.13 0.044
C 2.07 2.39 2.81 0.000
S 1.85 0.69 2.43 0.704
H 2.11 5.58 1.74 0.000
H 2.70 5.98 4.12 0.004
H 2.97 4.04 5.65 0.001
H 2.64 1.76 4.77 -0.004
C -3.48 2.42 5.48 0.002
Ge -1.59 2.27 5.00 0.005
C -1.18 3.39 3.45 -0.004
C -0.46 2.71 6.53 -0.001
C -1.31 0.36 4.57 0.001
Se -2.02 0.01 2.79 0.095
C -2.42 -1.88 2.98 -0.008
H -3.77 3.47 5.63 0.000
H -3.70 1.87 6.39 0.000
H -4.10 2.02 4.68 0.001
H -2.02 4.04 3.23 0.000
H -0.97 2.79 2.56 0.005
H -0.31 4.00 3.64 0.002
H -0.67 3.72 6.88 0.001
H 0.59 2.66 6.26 0.001
H -0.65 2.02 7.36 0.000
H -1.87 -0.26 5.28 0.004
H -0.26 0.07 4.58 -0.005
H -3.25 -2.00 3.68 0.004
H -1.54 -2.42 3.32 0.003
H -2.72 -2.25 1.99 -0.005



Entry 2:
102
Properties=species:S:1:pos:R:3:mulliken_spin:R:1 method="wB97M-V/def2-TZVPD" energy_ev=-154951.35671 largest_force_ev_per_a=0.3 relative_energy_kj_mol=4.21 lumo_energy_ev="0.58 / -0.66" spin_multiplicity=6 gap_ha="0.2533 / 0.2480" e_homo_ev="-6.309 / -7.405" charge=0
Ru 0.38 0.63 -1.77 3.524
N -2.79 3.65 -3.03 0.007
C -1.85 2.71 -2.81 -0.063
O -1.17 2.74 -1.78 0.076
C -1.67 1.62 -3.82 0.002
C -0.21 1.21 -3.85 0.440
H -2.94 4.38 -2.35 -0.003
H -3.32 3.66 -3.88 0.000
H -2.07 1.92 -4.80 0.027
H -2.29 0.78 -3.48 0.001
H 0.43 2.05 -4.13 -0.011
H -0.03 0.40 -4.55 -0.006
C -0.29 -3.86 1.84 -0.002
C -0.33 -4.00 0.35 -0.011
C -0.37 -5.25 -0.26 0.015
C -0.47 -5.26 -1.64 -0.003
N -0.53 -4.16 -2.37 0.010
C -0.49 -2.99 -1.70 0.012
S -0.65 -1.56 -2.70 0.248
N -0.38 -2.88 -0.37 0.043
H -0.10 -4.81 2.33 0.000
H -1.25 -3.47 2.19 0.000
H 0.49 -3.15 2.12 0.001
H -0.34 -6.16 0.32 0.001
H -0.50 -6.20 -2.19 0.000
C -4.55 1.19 -0.88 0.025
C -4.43 2.04 0.36 -0.037
C -5.48 2.87 0.74 0.001
C -5.43 3.60 1.91 0.001
C -4.32 3.51 2.73 0.001
C -3.26 2.70 2.36 0.009
C -3.29 1.98 1.17 0.042
Sb -1.67 0.68 0.61 0.160
C -2.67 -1.09 1.31 0.044
C -2.99 -1.97 0.28 0.014
C -3.71 -3.14 0.52 0.001
C -4.11 -3.43 1.81 -0.001
C -3.81 -2.55 2.84 0.001
C -3.12 -1.36 2.61 -0.019
C -2.92 -0.43 3.77 0.000
C -0.25 1.11 2.15 0.004
C 0.33 0.01 2.78 -0.018
C 1.43 0.16 3.62 -0.001
C 1.95 1.42 3.83 0.000
C 1.38 2.52 3.21 0.001
C 0.28 2.39 2.36 -0.032
C -0.28 3.62 1.70 0.006
H -5.44 1.46 -1.46 0.000
H -4.63 0.13 -0.61 0.000
H -3.68 1.30 -1.53 -0.008
H -6.36 2.92 0.11 0.000
H -6.27 4.24 2.19 0.000
H -4.27 4.07 3.66 0.000
H -2.40 2.63 3.01 0.000
H -2.67 -1.76 -0.73 -0.005
H -3.93 -3.81 -0.30 0.000
H -4.65 -4.34 2.03 0.000
H -4.14 -2.77 3.85 0.000
H -2.66 -0.98 4.67 0.000
H -3.85 0.11 3.98 0.000
H -2.14 0.31 3.60 -0.001
H -0.07 -0.98 2.60 0.003
H 1.88 -0.71 4.09 0.000
H 2.81 1.56 4.48 0.000
H 1.79 3.51 3.38 0.000
H 0.50 4.37 1.59 0.000
H -1.08 4.07 2.29 0.000
H -0.68 3.41 0.70 -0.001
C 2.91 4.66 -0.50 0.001
N 3.30 3.35 -0.01 0.014
C 4.64 3.19 0.52 -0.001
C 2.49 2.30 -0.12 0.010
O 1.34 2.36 -0.57 0.148
H 3.58 4.96 -1.31 0.000
H 2.98 5.39 0.30 0.001
H 1.89 4.60 -0.87 -0.001
H 4.77 3.78 1.43 0.000
H 5.38 3.51 -0.21 0.000
H 4.81 2.14 0.76 0.001
H 2.93 1.36 0.22 -0.001
C 5.67 -0.39 -1.87 -0.011
N 4.50 -1.11 -2.34 0.004
C 3.44 -0.58 -2.99 0.001
Se 3.14 1.19 -3.40 0.119
N 2.58 -1.58 -3.23 0.020
C 3.03 -2.76 -2.66 -0.006
C 2.47 -4.02 -2.56 -0.007
C 3.20 -4.98 -1.88 0.002
C 4.45 -4.68 -1.33 0.001
C 5.01 -3.42 -1.43 0.000
C 4.27 -2.46 -2.10 0.010
H 5.53 0.66 -2.11 0.010
H 6.56 -0.77 -2.37 -0.002
H 5.75 -0.51 -0.79 0.000
H 1.61 -1.42 -3.51 -0.001
H 1.49 -4.23 -2.97 0.002
H 2.80 -5.97 -1.77 0.000
H 4.99 -5.46 -0.80 0.000
H 5.97 -3.18 -0.98 0.000
O 3.82 -0.69 0.77 0.024
S 2.55 -1.27 0.31 0.055
N 1.77 -0.56 -0.72 0.106